# C6H7FO

C6H7FO in the gas phase at a distorted geometry (the ωB97M-V functional and the def2-TZVPD basis, the Open Molecules 2025 dataset).

LUMO level in eV: -0.1933
Electronic energy in Eh: -407.820410
F_max in eV Å⁻¹: 5.72
E_HOMO in eV: -8.200
Energy relative to the best compared isomer or geometry (same formula, charge and spin) in kcal per mole: 61.6

ORCA input file:
```
! wB97M-V def2-TZVPD RIJCOSX def2/J DEFGRID3
* xyz 0 1
C -0.1295 -1.7169 1.0631
C -0.9789 -0.6802 1.3060
C 0.8312 -1.3376 0.0557
C -0.9127 0.5181 0.4713
C 0.3987 0.8168 -0.0544
C 0.6862 1.0901 -1.5363
O 1.7026 -1.7937 -0.5790
F -1.4175 1.5924 1.2578
H 0.0163 -2.6563 1.5605
H -1.8220 -0.6737 1.9246
H -1.6032 0.4699 -0.3571
H 1.0259 0.9979 0.7272
H 1.2376 0.3203 -2.0874
H 1.1901 1.9701 -1.6401
H -0.2248 1.0827 -2.1120
*
```

Atom charges from the natural (NBO) analysis, given in e for atoms 1 to 8:
1. C -0.382
2. C -0.040
3. C 0.630
4. C 0.076
5. C -0.279
6. C -0.630
7. O -0.492
8. F -0.392

---

# C6H7FO

C6H7FO in the gas phase at a distorted geometry (the ωB97M-V functional and the def2-TZVPD basis, the Open Molecules 2025 dataset).

LUMO level in eV: 0.6513
SMILES string: C=C[C@@]1(F)CCC1=O
Electronic energy in Eh: -407.822769
F_max in eV Å⁻¹: 4.76
E_HOMO in eV: -9.543
Energy relative to the best compared isomer or geometry (same formula, charge and spin) in kcal per mole: 60.1

ORCA input file:
```
! wB97M-V def2-TZVPD RIJCOSX def2/J DEFGRID3
* xyz 0 1
C -2.4499 0.5754 0.0048
C -1.2456 0.5665 -0.5603
C -0.0800 0.0986 0.3292
F -0.5688 -0.1929 1.5666
C 0.6226 -1.1772 -0.2209
C 1.9570 -0.3151 -0.0847
C 1.2246 0.8376 0.3913
O 1.4093 2.0120 0.3575
H -2.5775 0.4686 1.1168
H -3.3107 0.5354 -0.7218
H -0.9411 0.9591 -1.4415
H 0.6247 -1.9223 0.7151
H 0.1531 -1.5687 -1.1305
H 2.6092 -0.0599 -0.9887
H 2.5729 -0.8171 0.6671
*
```

Atom charges from the natural (NBO) analysis, given in e for atoms 1 to 8:
1. C -0.372
2. C -0.224
3. C 0.218
4. F -0.349
5. C -0.427
6. C -0.522
7. C 0.542
8. O -0.475

---

# C6H7I

2 unconnected molecules or ions with the total composition C6H7I at a distorted geometry (the ωB97M-V functional and the def2-TZVPD basis, the Open Molecules 2025 dataset).

LUMO level (spin up / spin down) in eV: -1.6879 / -1.6882
Electronic energy in Eh: -530.226508
F_max in eV Å⁻¹: 5.20
E_HOMO (spin up / spin down) in eV: -9.326 / -9.322
Energy relative to the best compared isomer or geometry (same formula, charge and spin) in kcal per mole: 150.2

ORCA input file:
```
! wB97M-V def2-TZVPD RIJCOSX def2/J DEFGRID3
* xyz 0 1
C -0.1043 -0.6497 -0.4315
C 0.7690 -0.4857 0.3633
C -1.9988 0.0579 -3.1050
C -1.8015 -0.8992 -2.2449
C 1.1736 1.1122 2.2154
C 1.6617 -0.1995 1.5369
I -2.5899 -2.8256 -2.3620
H -2.8389 0.0523 -3.8708
H -1.7370 1.0974 -2.9552
H 2.0435 1.6346 2.7499
H 0.5209 0.8927 3.0190
H 0.5939 1.6886 1.5350
H 1.5798 -1.1822 2.2774
H 2.7280 -0.2937 1.2725
*
```

Atom charges from the natural (NBO) analysis, given in e for atoms 1 to 8:
1. C -0.040
2. C -0.188
3. C -0.547
4. C -0.044
5. C -0.603
6. C -0.465
7. I 0.287
8. H 0.254

---

# C6H7I2N2O2

A gas-phase ion, C6H7I2N2O2 (charge +1) at a distorted geometry (the ωB97M-V functional and the def2-TZVPD basis, the Open Molecules 2025 dataset).

LUMO level in eV: -4.6145
SMILES string: [NH3+]C1=C(I)[C@@H]([N+](=O)[O-])[C@H](I)C=C1
Electronic energy in Eh: -1087.788682
F_max in eV Å⁻¹: 5.96
E_HOMO in eV: -12.797
Energy relative to the best compared isomer or geometry (same formula, charge and spin) in kcal per mole: 32.8

ORCA input file:
```
! wB97M-V def2-TZVPD RIJCOSX def2/J DEFGRID3
* xyz 1 1
N -1.9614 1.7092 0.1746
C -0.7579 0.7773 0.0654
C -0.9812 -0.5991 0.1106
I -2.8951 -1.4867 0.1310
C 0.2452 -1.4538 0.0246
N 0.6777 -1.5344 -1.5676
O 1.7287 -2.0442 -1.7549
O -0.0573 -1.1162 -2.3658
C 1.5321 -0.8705 0.6319
I 1.4952 -1.1411 2.7803
C 1.6153 0.6459 0.3218
C 0.5166 1.3672 0.1992
H -2.7861 1.0562 0.1097
H -2.0099 2.5293 -0.6094
H -2.0245 2.1549 1.0047
H 0.0802 -2.4579 0.1921
H 2.4487 -1.2611 0.2016
H 2.4744 1.2990 0.4443
H 0.6593 2.4261 -0.0942
*
```

Atom charges from the natural (NBO) analysis, given in e for atoms 1 to 8:
1. N -0.700
2. C 0.076
3. C -0.123
4. I 0.305
5. C -0.232
6. N 0.565
7. O -0.348
8. O -0.336

---

What is the formula in the second record?
C6H7FO

---

Which formula does entry 4 have?
C6H7I2N2O2